Record 1
{
  "formula": "C3H6Cl2OS2",
  "method": "ωB97M-V with the def2-TZVPD basis set",
  "elements": ["C", "C", "C", "H", "H", "H", "H", "H", "H", "O", "S", "S", "Cl", "Cl"],
  "xyz": [[0.58020, -0.07708, 2.99631], [-0.79516, 0.15387, 2.39853], [0.33540, 0.36632, -2.91128], [1.07721, 0.86616, 3.20791], [1.20459, -0.67201, 2.32724], [-1.41908, 0.74927, 3.06528], [-1.29440, -0.79339, 2.18455], [-0.93446, -1.06903, -1.47427], [-0.39912, -1.85383, -3.43417], [0.89880, 1.39142, -3.16712], [-0.45741, 0.17400, -1.31982], [0.30155, -0.94399, -4.12705], [0.41601, -0.96844, 4.53403], [-0.63095, 1.04508, 0.86062]],
  "atomic_forces_ev_per_a": [[-0.032, -0.001, -0.214], [-0.043, 0.214, 0.695], [-0.365, -0.480, -0.370], [-0.010, -0.026, 0.013], [-0.088, 0.080, 0.117], [0.060, -0.145, 0.011], [0.071, 0.180, -0.041], [-0.085, -0.005, 0.052], [0.045, 0.133, 0.001], [-0.051, -0.097, 0.117], [0.985, -0.552, -4.046], [0.115, -0.099, -0.193], [-0.004, -0.011, -0.013], [-0.598, 0.812, 3.871]],
  "total_energy_ha": -1909.848450,
  "molar_mass_g_mol": 193.12,
  "total_charge": 0
}


Record 2
{
  "formula": "C3H6Cl3P",
  "method": "ωB97M-V with the def2-TZVPD basis set",
  "elements": ["C", "C", "C", "P", "Cl", "Cl", "Cl", "H", "H", "H", "H", "H", "H"],
  "xyz": [[-0.24429, 0.21525, -0.94364], [0.69089, -0.58199, 1.27597], [0.81075, -0.62936, -0.23864], [2.58635, -0.05493, -0.81354], [0.74679, -2.34337, -0.74047], [3.56408, -0.46003, 0.95435], [2.51319, 1.93471, -0.46120], [-0.09158, 0.01913, -2.01377], [0.01106, 1.19031, -0.64479], [-1.38018, 0.03824, -0.68632], [1.28774, -1.25504, 1.75043], [-0.37319, -0.87108, 1.27498], [0.80499, 0.36648, 1.74105]],
  "atomic_forces_ev_per_a": [[-1.315, -1.845, -0.250], [-3.271, 0.470, -2.124], [1.131, 0.891, 0.402], [-0.428, -0.903, 0.222], [0.042, -0.122, -0.151], [0.529, -0.494, -0.161], [-0.350, 0.925, -0.176], [-0.358, 0.590, 0.111], [-0.071, 1.584, -0.121], [2.389, -0.104, -0.239], [1.392, -2.016, 1.237], [0.206, -0.048, 1.268], [0.106, 1.071, -0.018]],
  "total_energy_ha": -1839.868785,
  "smiles": "CC(C)(Cl)P(Cl)Cl",
  "molar_mass_g_mol": 179.41,
  "total_charge": 0
}


Calculated values (eV) of lowest unoccupied orbital energy for the records, taken in order: 0.238 0.511.
Calculated values (eV/Å) of F_max for the records, taken in order: 4.2 3.9.